DFT (ωB97M-V/def2-TZVPD) results for C6H10O in the gas phase at a distorted geometry.

ORCA input file:
```
! wB97M-V def2-TZVPD RIJCOSX def2/J DEFGRID3
* xyz 0 1
C 1.830 1.990 0.753
C 0.660 1.324 0.021
C 0.049 1.963 -0.951
C -1.439 -1.939 -0.038
O -0.446 -2.657 -0.750
C -1.016 -0.525 0.386
C 0.175 0.052 0.693
H 1.905 1.698 1.793
H 2.902 1.558 0.444
H 1.937 3.101 0.723
H 0.250 2.961 -1.308
H -0.483 1.324 -1.744
H -1.747 -2.418 0.888
H -2.339 -1.901 -0.588
H 0.425 -2.112 -0.582
H -1.744 0.179 -0.157
H 0.906 -0.326 1.338
*
```

* SMILES: C=C(C)/C=C/CO
* LUMO energy: 0.20 eV
* energy relative to the best compared isomer or geometry (same formula, charge and spin): 3.003 eV